No. 1
# C3H3NOS

A cluster of 2 separate species, C3H3NOS in total at a distorted geometry (ωB97M-V/def2-TZVPD, OMol25).

Structure (XYZ):
```
9
C3H3NOS | OMol25 | ωB97M-V/def2-TZVPD
C 1.175 -0.799 0.128
C -0.159 1.340 0.014
C -0.099 -0.123 0.400
N 2.172 -1.256 -0.155
O 0.605 1.899 -0.722
S -1.472 -1.014 -0.490
H -1.013 1.784 0.535
H -0.653 -0.264 1.733
H -0.554 -1.568 -1.444
```

Values from the calculation:
Relative energy (zero: lowest compared OMol25 entry of this formula, charge and spin) (eV): 2.178
Total charge: 0
Electronic energy (eV): -17529.76254
Highest occupied orbital energy (eV): -10.17
Kohn-Sham gap (eV): 9.94



No. 2
# C3H3NOS

A structure of composition C3H3NOS at a distorted geometry (ωB97M-V/def2-TZVPD, OMol25).

Structure (XYZ):
```
9
C3H3NOS | OMol25 | ωB97M-V/def2-TZVPD
C -0.894 -0.006 -0.747
C -0.319 -1.291 -0.603
C 0.654 0.819 0.737
N -0.396 1.051 -0.234
O -0.396 -2.384 -0.998
S 1.548 -0.796 0.655
H -1.711 0.188 -1.322
H 1.258 1.605 0.754
H 0.256 0.814 1.758
```

Values from the calculation:
Relative energy (zero: lowest compared OMol25 entry of this formula, charge and spin) (eV): 1.825
Total charge: 0
Electronic energy (eV): -17530.11565
Highest occupied orbital energy (eV): -8.95
Kohn-Sham gap (eV): 7.82



No. 3
# C3H3NOS

The molecule C3H3NOS at a distorted geometry (ωB97M-V/def2-TZVPD, OMol25).

Structure (XYZ):
```
9
C3H3NOS | OMol25 | ωB97M-V/def2-TZVPD
O 2.582 0.544 -2.076
C 1.550 0.335 -1.625
N 0.547 0.128 -1.041
C -0.574 -0.465 -0.429
C -0.914 -0.197 0.809
S -0.211 1.142 1.776
H -1.157 -1.140 -1.111
H -1.813 -0.608 1.033
H -0.010 0.259 2.664
```

Values from the calculation:
Relative energy (zero: lowest compared OMol25 entry of this formula, charge and spin) (eV): 0.882
Total charge: 0
Electronic energy (eV): -17531.05866
Highest occupied orbital energy (eV): -9.21
SMILES: O=C=N/C=C\S
Kohn-Sham gap (eV): 9.89



No. 4
# C3H3NOS

A cluster of 2 separate species, C3H3NOS in total at a distorted geometry (ωB97M-V/def2-TZVPD, OMol25).

Structure (XYZ):
```
9
C3H3NOS | OMol25 | ωB97M-V/def2-TZVPD
O 0.371 -1.821 -1.081
C -0.403 -1.141 -0.570
N -1.269 -0.464 -0.180
S -1.960 0.621 0.882
H -3.161 0.244 0.779
C 1.949 0.395 -0.351
C 1.293 0.955 0.472
H 2.325 -0.448 -1.025
H 0.855 1.660 1.074
```

Values from the calculation:
Relative energy (zero: lowest compared OMol25 entry of this formula, charge and spin) (eV): 3.076
Total charge: 0
Electronic energy (eV): -17528.86447
Highest occupied orbital energy (eV): -9.32
SMILES: O=C=NS.C#C
Kohn-Sham gap (eV): 9.81



> What is the formula in the first record?

C3H3NOS